Record 1
DFT (ωB97M-V/def2-TZVPD) results for a structure of composition C22H49AlBr4Cl5FN5O9P3Si2.

- total energy (eV) = -445192.1355
- highest occupied orbital energy (eV) = -6.13
- charge = 0

Atoms and positions in Å:
N 2.410 7.151 -1.080
P 1.077 6.478 -0.582
C 1.398 5.069 0.560
C 0.859 3.755 0.170
P -0.154 3.407 -1.305
O -1.335 4.564 -1.398
Cl 1.218 3.751 -2.864
C 1.178 2.734 1.077
C 0.652 1.332 0.771
O -0.783 1.265 0.773
O -1.255 2.183 1.763
N 1.889 2.788 2.162
N 2.374 3.998 2.511
C 3.134 3.911 3.705
C 4.245 2.738 3.559
C 5.336 3.406 2.515
F 6.010 4.409 3.227
C 2.106 5.090 1.742
P 2.786 6.668 2.415
O 4.242 6.615 2.449
O 2.220 6.762 3.916
O 2.268 7.986 1.694
H 2.363 8.126 -0.801
H 0.190 7.375 0.058
H 0.450 5.940 -1.707
H -1.595 4.801 -0.496
H 1.025 0.606 1.493
H 0.946 1.085 -0.251
H -2.063 2.552 1.379
H 2.462 3.569 4.494
H 3.669 4.800 4.010
H 4.760 2.700 4.520
H 3.778 1.728 3.271
H 4.764 3.943 1.742
H 6.110 2.714 2.060
H 2.942 7.071 4.481
H 1.306 8.054 1.809
O -0.233 4.289 -5.703
H 0.399 4.655 -6.329
H 0.316 3.965 -4.975
C -4.331 -1.089 1.039
Br -2.659 -0.116 1.014
Br -4.491 -2.205 2.598
Br -5.846 0.093 0.851
H -4.338 -1.751 0.183
C -5.021 -6.616 0.601
C -4.862 -5.183 1.074
O -5.318 -4.261 0.082
H -4.461 -6.777 -0.321
H -4.662 -7.316 1.356
H -6.069 -6.840 0.385
H -3.814 -4.960 1.268
H -5.427 -5.017 1.996
H -6.246 -4.447 -0.085
N -3.143 6.709 -8.267
C -3.032 8.054 -8.588
C -2.022 8.574 -7.837
C -1.516 7.528 -7.054
C -2.212 6.374 -7.332
H -3.809 6.074 -8.665
H -3.678 8.508 -9.317
H -1.627 9.578 -7.807
H -0.706 7.676 -6.372
H -2.125 5.371 -6.949
Br 5.344 1.048 2.415
C 3.904 2.928 -5.635
Cl 5.325 2.442 -4.719
Cl 2.648 1.694 -5.548
Cl 3.290 4.483 -5.046
H 4.191 3.048 -6.671
Al 1.249 8.210 -6.655
C -0.603 -6.664 0.140
Si -0.182 -7.303 1.850
C -1.156 -6.263 3.065
C 1.651 -7.010 2.098
N -0.570 -9.038 1.969
Si -0.336 -9.997 3.423
C -1.360 -9.409 4.875
C 1.466 -10.039 3.922
C -0.867 -11.755 3.066
H -0.347 -5.603 0.073
H -0.042 -7.202 -0.626
H -1.663 -6.772 -0.069
H -1.041 -5.203 2.822
H -0.811 -6.396 4.092
H -2.220 -6.505 3.022
H 2.246 -7.682 1.479
H 1.954 -7.140 3.138
H 1.888 -5.984 1.812
H -0.983 -8.473 5.292
H -1.334 -10.154 5.674
H -2.402 -9.263 4.584
H 2.109 -10.281 3.075
H 1.599 -10.809 4.684
H 1.798 -9.091 4.347
H -0.280 -12.183 2.251
H -1.922 -11.794 2.792
H -0.721 -12.374 3.954
O -0.926 11.524 -7.852
H -0.641 12.218 -8.453
Cl -2.307 -9.199 0.674

Löwdin population analysis, charges in e, atoms 1 to 99: -0.2774 0.7265 -0.2595 -0.3328 0.6606 -0.3499 0.2711 -0.2655 -0.1221 -0.4631 -0.0927 0.2007 -0.0732 -0.1283 -0.3493 -0.3919 -0.0793 -0.1822 0.4603 -0.2232 -0.1219 -0.1270 -0.0362 0.0180 -0.0387 0.0543 0.1377 0.1247 0.0819 0.1419 0.0966 0.1026 -0.0443 0.1046 -0.0564 0.1021 0.0725 -0.1024 0.0098 -0.0956 -1.5803 0.8396 0.6278 0.5643 -0.0391 -0.1005 -0.3672 -0.1118 0.0700 0.0497 0.0746 0.0879 0.0866 0.0849 0.0197 -0.0906 -0.1051 -0.2300 -0.1187 0.1467 0.1135 0.0333 -0.1223 0.0981 0.4733 -1.5285 0.5515 0.5368 0.4809 0.0137 0.9617 -0.2233 0.3091 -0.1748 -0.1698 -0.3332 0.3217 -0.1796 -0.1628 -0.1877 0.0349 0.0351 -0.0275 0.0343 0.0198 0.0259 0.0377 0.0177 0.0390 0.0184 0.0332 0.0348 0.0394 0.0415 0.0204 0.0327 0.0240 0.0317 -0.5477

---

Record 2
DFT (ωB97M-V/def2-TZVPD) results for a cluster of 4 separate species, C24H20F4 in total.

- total energy (eV) = -36081.4511
- highest occupied orbital energy (eV) = -9.23
- relative energy (zero: lowest compared OMol25 entry of this formula, charge and spin) (kJ/mol) = 61.5
- charge = 0
- structure (SMILES) = Fc1ccccc1.Fc1ccccc1.Fc1ccccc1.Fc1ccccc1

Atoms and positions in Å:
F -15.094 3.069 6.863
C -15.579 2.121 6.024
C -16.174 2.546 4.859
C -16.652 1.599 3.996
C -16.494 0.221 4.312
C -15.894 -0.166 5.447
C -15.386 0.788 6.351
H -16.250 3.602 4.684
H -17.144 1.832 3.056
H -16.897 -0.477 3.618
H -15.789 -1.251 5.628
H -14.955 0.449 7.275
F -11.814 -0.041 0.668
C -11.725 0.524 1.880
C -10.492 0.491 2.512
C -10.419 1.037 3.788
C -11.542 1.594 4.390
C -12.760 1.597 3.726
C -12.847 1.055 2.451
H -9.693 -0.046 1.977
H -9.505 0.885 4.324
H -11.570 1.989 5.365
H -13.686 2.023 4.156
H -13.747 1.077 1.855
F -16.579 0.542 0.194
C -17.321 -0.543 0.065
C -17.130 -1.561 0.957
C -17.921 -2.678 0.904
C -18.839 -2.818 -0.119
C -18.935 -1.841 -1.125
C -18.196 -0.686 -1.043
H -16.386 -1.584 1.791
H -17.887 -3.349 1.786
H -19.607 -3.559 -0.254
H -19.671 -1.940 -1.910
H -18.343 0.074 -1.786
F -14.557 -5.074 4.957
C -14.118 -4.298 3.958
C -14.492 -4.678 2.666
C -14.011 -3.948 1.539
C -13.245 -2.790 1.775
C -12.905 -2.384 3.089
C -13.317 -3.200 4.193
H -15.086 -5.537 2.489
H -14.300 -4.281 0.552
H -12.842 -2.161 0.976
H -12.388 -1.472 3.238
H -13.156 -2.948 5.261

Löwdin charges, unit e, in atom order: 0.0477 -0.2993 -0.0429 -0.0565 -0.0984 -0.0908 0.0024 0.1206 0.1078 0.0726 0.1165 0.1124 0.0547 -0.3350 -0.0170 -0.0738 -0.0790 -0.0604 -0.0245 0.1298 0.0992 0.0895 0.0970 0.1196 0.0723 -0.2895 -0.0475 -0.0951 -0.0906 -0.0925 -0.0064 0.1175 0.1199 0.0959 0.1040 0.1094 0.0585 -0.3131 -0.0121 -0.0652 -0.0826 -0.0427 -0.0083 0.0975 0.0996 0.0909 0.0645 0.1234

---

Record 3
DFT (ωB97M-V/def2-TZVPD) results for a cluster of 3 separate species, C3H4BrClO2S in total.

- total energy (eV) = -100667.6371
- highest occupied orbital energy (eV) = -9.61
- relative energy (zero: lowest compared OMol25 entry of this formula, charge and spin) (kJ/mol) = 164.5
- charge = 0

Atoms and positions in Å:
C -1.175 1.275 -0.691
C -0.444 0.389 0.264
C 0.125 1.364 -0.716
O 0.630 -1.644 -2.832
O -0.461 0.368 -3.802
S 0.757 -0.359 -3.473
Cl -2.506 -1.935 -1.575
Br 1.582 2.405 -1.333
H -1.287 -1.434 -1.898
H -2.208 1.493 -0.853
H -0.522 0.728 1.358
H -0.269 -0.674 0.041

Löwdin charges, unit e, in atom order: -0.0838 -0.1691 -0.7411 -0.4460 -0.4278 0.8639 0.2668 0.7024 -0.2395 0.1041 0.1110 0.0591

---

Record 4
DFT (ωB97M-V/def2-TZVPD) results for the ion C6H12NO with charge -1.

- total energy (eV) = -9951.5572
- highest occupied orbital energy (eV) = -0.72
- relative energy (zero: lowest compared OMol25 entry of this formula, charge and spin) (kJ/mol) = 172.6
- charge = -1

Atoms and positions in Å:
C -0.666 -0.541 2.390
O -0.532 0.793 1.967
C -0.426 -1.479 1.186
C -1.242 -1.069 -0.018
C -0.754 -0.020 -1.024
N 2.335 1.980 -2.018
C 1.008 1.515 -1.729
C 0.600 0.270 -1.301
H -1.659 -0.661 2.854
H 0.031 -0.758 3.215
H 0.663 -1.428 1.004
H -0.830 -2.435 1.484
H -1.252 -2.028 -0.629
H -2.245 -0.672 0.347
H -1.524 0.364 -1.659
H -0.810 1.001 1.053
H 2.643 1.944 -2.980
H 2.925 1.277 -1.522
H 0.337 2.352 -1.592
H 1.398 -0.407 -1.028

Löwdin charges, unit e, in atom order: -0.3070 -0.1094 -0.2274 -0.2988 -0.2658 -0.0838 -0.3314 -0.2440 0.0958 0.0989 0.1073 0.0858 0.0860 0.1126 0.0331 0.0617 0.0159 0.0469 0.0539 0.0698

---

Record 5
DFT (ωB97M-V/def2-TZVPD) results for a cluster of 12 separate species, C20H64N8O20 in total.

- total energy (eV) = -74649.2642
- highest occupied orbital energy (eV) = -9.64
- relative energy (zero: lowest compared OMol25 entry of this formula, charge and spin) (kJ/mol) = 19.7
- charge = 0
- structure (SMILES) = NC(N)=O.NC(N)=O.NC(N)=O.NC(N)=O.OCCO.OCCO.OCCO.OCCO.OCCO.OCCO.OCCO.OCCO

Atoms and positions in Å:
N 1.705 1.230 -3.785
C 2.063 0.079 -3.044
N 3.291 -0.094 -2.429
O 1.254 -0.891 -3.066
H 2.149 2.112 -3.539
H 0.722 1.236 -3.883
H 3.661 -0.929 -2.025
H 4.028 0.594 -2.526
N 0.167 4.472 0.209
C 0.428 3.562 -0.818
N -0.442 3.563 -1.925
O 1.324 2.683 -0.762
H 0.500 4.283 1.148
H -0.582 5.146 0.123
H -0.635 2.702 -2.484
H -1.084 4.323 -2.055
N 1.799 -3.646 -2.613
C 2.816 -3.914 -1.782
N 3.898 -3.119 -2.003
O 2.776 -4.745 -0.947
H 1.851 -2.669 -2.912
H 0.850 -3.822 -2.250
H 3.885 -2.837 -2.962
H 4.739 -3.618 -1.776
N 0.765 -0.345 -0.381
C 0.202 -0.259 0.874
N 0.419 0.909 1.458
O -0.375 -1.170 1.427
H 0.555 -1.231 -0.835
H 0.929 0.475 -0.954
H 1.205 1.511 1.255
H 0.075 0.965 2.398
O 3.584 2.568 0.623
C 4.108 1.629 1.618
C 5.167 0.581 1.094
O 4.709 -0.398 0.243
H 2.862 2.213 0.058
H 4.728 2.310 2.268
H 3.374 1.052 2.193
H 5.541 0.205 2.038
H 6.011 1.041 0.498
H 4.351 -1.076 0.864
O 3.217 5.865 4.122
C 3.264 4.479 4.382
C 2.136 3.630 3.800
O 1.958 3.846 2.393
H 2.582 5.988 3.356
H 4.235 4.098 4.049
H 3.237 4.253 5.457
H 1.203 3.805 4.335
H 2.250 2.541 3.993
H 2.686 3.483 1.826
O -4.606 1.569 3.894
C -3.211 1.403 4.190
C -2.530 2.763 4.082
O -1.076 2.825 4.158
H -4.534 1.876 2.945
H -3.053 0.985 5.187
H -2.706 0.714 3.468
H -3.076 3.329 4.875
H -2.865 3.274 3.146
H -0.857 2.574 5.064
O 3.994 -2.266 2.280
C 3.090 -3.182 1.621
C 2.152 -3.857 2.550
O 1.495 -2.979 3.415
H 3.494 -2.038 3.063
H 2.415 -2.633 0.905
H 3.670 -3.915 1.051
H 2.659 -4.507 3.231
H 1.457 -4.458 1.972
H 0.803 -2.433 2.951
O -4.773 2.218 0.671
C -4.785 0.804 0.493
C -3.380 0.262 0.447
O -2.754 0.930 -0.658
H -4.227 2.629 0.005
H -5.439 0.385 1.278
H -5.266 0.578 -0.446
H -3.446 -0.801 0.216
H -2.716 0.308 1.322
H -2.581 0.266 -1.360
O -2.192 -3.950 -3.466
C -2.796 -2.800 -3.957
C -3.249 -1.832 -2.808
O -2.177 -1.068 -2.435
H -2.164 -4.607 -4.183
H -2.109 -2.216 -4.652
H -3.699 -3.071 -4.528
H -3.594 -2.475 -2.001
H -4.084 -1.238 -3.136
H -1.626 -1.609 -1.811
O -1.211 1.103 -3.553
C -2.399 1.090 -4.412
C -3.492 2.072 -3.980
O -4.557 1.445 -3.180
H -0.939 0.182 -3.359
H -2.066 1.485 -5.361
H -2.735 0.024 -4.569
H -3.899 2.658 -4.795
H -2.938 2.693 -3.286
H -5.087 2.191 -2.916
O -3.342 -4.972 -0.095
C -2.029 -5.067 0.648
C -0.967 -4.440 -0.258
O -1.181 -3.073 -0.521
H -3.201 -4.959 -1.036
H -2.184 -4.559 1.547
H -1.815 -6.144 0.823
H -1.120 -4.962 -1.254
H 0.102 -4.613 -0.038
H -0.730 -2.581 0.204

Löwdin population analysis, charges in e, atoms 1 to 99: 0.1749 -0.5658 0.1854 -0.0597 0.1027 0.0333 0.0439 0.1094 0.1719 -0.5273 0.1518 -0.0486 0.0673 0.0963 0.0752 0.0793 0.1758 -0.7472 0.1565 0.0654 0.0494 0.1000 0.0956 0.1137 0.2021 -0.6734 0.2144 0.0204 0.0757 0.0663 0.0703 0.1005 -0.1139 -0.1814 -0.2729 -0.0847 0.0436 0.1280 0.1083 0.1062 0.1370 0.0559 -0.0656 -0.2634 -0.2309 -0.1188 0.1128 0.1047 0.1181 0.0970 0.1200 0.0535 -0.0745 -0.2628 -0.2335 -0.0809 0.0713 0.1196 0.1071 0.1273 0.1270 0.0836 -0.0672 -0.2242 -0.2683 -0.0637 0.0770 0.1232 0.1140 0.1216 0.1142 0.0926 -0.0740 -0.2268 -0.2131 -0.0948 0.0690 0.1295 0.1058 0.1194 0.0972 0.0397 -0.0623 -0.2417 -0.2322 -0.1129 0.1083 0.1330 0.1189 0.1235 0.1118 0.1015 -0.1446 -0.1642 -0.1775 -0.0761 0.0633 0.1103 0.1229

---

Number 1: maximum force 0.15239 Eh/bohr. Number 2: maximum force 0.05682 Eh/bohr. Number 3: maximum force 0.03868 Eh/bohr. Number 4: maximum force 0.04312 Eh/bohr. Number 5: maximum force 0.07617 Eh/bohr.